1.
Formula: C17H20N2O3S
Source: OMol25
Level of theory: ωB97M-V with the def2-TZVPD basis set

The value obtained for the LUMO energy is 0.68 eV. Its multiplicity is 1. The value obtained for the energy above the lowest of the compared OMol25 structures with the same formula, charge and spin is 152.3 kJ/mol. The SMILES is COc1ccc(NC(=O)CSCCc2ccccn2)cc1OC. The value obtained for the largest force on an atom is 0.0100 hartree/bohr. The net charge is 0. The calculation puts the frontier orbital gap at 0.3078 hartree.

Last column: Mulliken charge in e.
Element x y z (Å)
C: -5.30145 -1.42680 2.03876  -0.951
O: -4.72310 -1.21945 0.77571  -0.395
C: -3.65933 -0.37205 0.68377  0.712
C: -3.07938 0.30225 1.74390  -0.499
C: -1.99526 1.14425 1.54305  -1.301
C: -1.47910 1.32185 0.27024  -0.105
N: -0.38155 2.17700 0.11299  0.060
C: 0.36369 2.42298 -0.98776  0.464
O: 0.17322 1.97316 -2.09889  -0.677
C: 1.51832 3.38127 -0.71719  -0.852
S: 2.35907 3.10659 0.87456  -0.191
C: 3.31396 1.60416 0.50138  -0.761
C: 2.44569 0.36807 0.34305  0.127
C: 3.26991 -0.88141 0.18512  0.090
C: 2.64264 -2.11422 0.01129  -0.720
C: 3.42511 -3.24463 -0.13341  -0.390
C: 4.80600 -3.11150 -0.10141  -0.449
C: 5.33154 -1.84318 0.07539  -0.244
N: 4.58833 -0.75819 0.21537  -0.323
C: -2.05233 0.65087 -0.80910  -0.237
C: -3.13209 -0.19119 -0.61574  0.794
O: -3.75370 -0.88583 -1.60373  -0.451
C: -3.28601 -0.73135 -2.92213  -0.892
H: -5.69283 -0.49551 2.46232  0.370
H: -6.12492 -2.11986 1.87398  0.228
H: -4.58961 -1.87321 2.74175  0.365
H: -3.46255 0.18293 2.74434  0.377
H: -1.55744 1.66083 2.38443  0.369
H: -0.04802 2.60660 0.96974  0.135
H: 1.13293 4.40130 -0.67339  0.429
H: 2.24714 3.31294 -1.52476  0.385
H: 3.89915 1.79289 -0.39758  0.373
H: 3.99536 1.48464 1.34222  0.443
H: 1.80140 0.46488 -0.53497  0.124
H: 1.79596 0.25557 1.21660  0.251
H: 1.56476 -2.17435 -0.00996  0.493
H: 2.96825 -4.21436 -0.26971  0.407
H: 5.45303 -3.96751 -0.21139  0.371
H: 6.40063 -1.67692 0.10786  0.396
H: -1.63531 0.80384 -1.78866  0.751
H: -3.92567 -1.36441 -3.53501  0.222
H: -2.24652 -1.05918 -3.02281  0.353
H: -3.36990 0.30624 -3.26020  0.350

---

2.
Formula: C17H20N2O4S
Source: OMol25
Level of theory: ωB97M-V with the def2-TZVPD basis set

The value obtained for the LUMO energy is 0.55 eV. Its multiplicity is 1. The value obtained for the energy above the lowest of the compared OMol25 structures with the same formula, charge and spin is 340.4 kJ/mol. The value obtained for the largest force on an atom is 0.0279 hartree/bohr. The net charge is 0. The calculation puts the frontier orbital gap at 0.3220 hartree.

Last column: Mulliken charge in e.
Element x y z (Å)
C: 5.47233 -2.03334 0.23598  -0.911
H: 6.19998 -1.30185 0.58376  0.243
O: 4.21074 -1.47450 0.51152  -0.397
C: 3.09694 -2.18087 0.17926  0.562
C: 1.88197 -1.57129 0.48143  -0.208
C: 0.68392 -2.20484 0.17806  0.484
C: 0.69206 -3.46354 -0.42587  -0.868
C: 1.89886 -4.06308 -0.71803  -0.783
C: 3.10011 -3.43581 -0.42416  -0.519
H: 4.02498 -3.93372 -0.66874  0.414
H: 1.91551 -5.03677 -1.18507  0.383
H: -0.24038 -3.95236 -0.65973  0.456
C: -0.56400 -1.54334 0.48956  0.216
N: -0.70240 -0.34274 0.97550  -0.412
C: -2.04659 -0.14975 1.10465  0.607
C: -2.69338 -1.27480 0.66418  0.668
O: -1.74763 -2.16165 0.27950  -0.372
C: -4.13101 -1.60980 0.52830  -1.632
H: -4.54495 -1.12090 -0.35398  0.313
H: -4.68371 -1.26810 1.40110  0.344
H: -4.24762 -2.68488 0.42031  0.385
C: -2.62007 1.12448 1.57705  -1.242
H: -1.82357 1.80605 1.86222  0.483
H: -3.31791 0.98424 2.40153  0.599
S: -3.64676 1.86099 0.18884  0.310
O: -3.04048 1.38195 -1.06404  -0.643
C: -3.06855 3.60547 0.37697  -0.710
C: -1.55128 3.76692 0.39011  0.430
O: -0.99783 4.44292 1.23470  -0.658
N: -0.93752 3.13561 -0.62120  -0.085
C: 0.48037 3.13631 -0.77663  -0.314
C: 1.21175 1.82986 -0.86963  -0.301
C: 1.05134 2.69441 -2.08650  -0.601
H: 0.36050 2.36827 -2.84938  0.242
H: 1.91424 3.21448 -2.47248  0.253
H: 2.18532 1.75741 -0.41162  0.271
H: 0.62973 0.92417 -0.80137  0.096
H: 0.93213 3.95898 -0.23811  0.422
H: -1.46594 2.45653 -1.16464  0.294
H: -3.49192 4.14742 -0.46949  0.434
H: -3.48889 3.99118 1.30352  0.387
H: 1.87375 -0.60439 0.95535  0.632
H: 5.61336 -2.20040 -0.83684  0.360
H: 5.62249 -2.97493 0.77410  0.366

---

3.
Formula: C17H20N2O6S
Source: OMol25
Level of theory: ωB97M-V with the def2-TZVPD basis set

The value obtained for the LUMO energy is 0.27 eV. Its multiplicity is 1. The value obtained for the energy above the lowest of the compared OMol25 structures with the same formula, charge and spin is 6.9 kJ/mol. The SMILES is CCOC(=O)[C@H](N)CS[C@H]1CC(=O)N(c2ccc(C(=O)OC)cc2)C1=O. The value obtained for the largest force on an atom is 0.0152 hartree/bohr. The net charge is 0. The calculation puts the frontier orbital gap at 0.3443 hartree.

Last column: Mulliken charge in e.
Element x y z (Å)
C: 5.59790 1.88007 0.22291  -0.904
C: 5.63714 1.25317 -1.16251  -0.374
O: 4.31326 0.99583 -1.64493  -0.321
C: 3.69601 1.98710 -2.28249  0.439
O: 4.17862 3.05881 -2.52762  -0.600
C: 2.26419 1.60224 -2.64384  0.413
N: 1.99925 2.03810 -3.99461  -0.736
C: 1.32728 2.25883 -1.61102  -0.915
S: 1.78995 1.97479 0.12230  -0.190
C: 1.77796 0.12945 0.25276  0.413
C: 1.99478 -0.27267 1.69983  -0.745
C: 0.62049 -0.65742 2.20835  0.366
O: 0.31426 -0.94654 3.32969  -0.576
N: -0.24278 -0.65836 1.11790  0.317
C: -1.61685 -0.99574 1.21454  0.550
C: -2.37978 -0.47036 2.25150  -0.314
C: -3.71716 -0.79792 2.34152  -0.950
C: -4.30278 -1.63938 1.39839  0.354
C: -5.74686 -1.95193 1.53629  0.621
O: -6.45788 -1.51096 2.40532  -0.609
O: -6.18707 -2.78546 0.58192  -0.297
C: -7.56264 -3.12881 0.64974  -0.654
C: -3.53128 -2.15798 0.36226  -0.890
C: -2.18998 -1.84198 0.27197  -0.374
C: 0.37224 -0.31197 -0.07265  -0.208
O: -0.15113 -0.31261 -1.15655  -0.629
H: 5.08004 2.83507 0.18361  0.286
H: 6.61132 2.04213 0.57780  0.398
H: 5.07576 1.22894 0.91963  0.153
H: 6.14398 1.91717 -1.86906  0.368
H: 6.13003 0.27903 -1.14527  0.310
H: 2.14952 0.51449 -2.60272  0.170
H: 2.29427 3.00208 -4.11325  0.282
H: 1.01278 1.96241 -4.21334  0.267
H: 1.36596 3.34518 -1.71329  0.463
H: 0.30328 1.91109 -1.75834  0.441
H: 2.52179 -0.25002 -0.44668  0.488
H: 2.39954 0.53625 2.30956  0.348
H: 2.66215 -1.13096 1.79588  0.297
H: -1.92520 0.18169 2.97970  0.431
H: -4.33111 -0.40491 3.13727  0.446
H: -7.78448 -3.62095 1.59897  0.291
H: -7.74995 -3.80140 -0.18328  0.227
H: -8.18178 -2.23305 0.56755  0.294
H: -3.98504 -2.81074 -0.36611  0.442
H: -1.58998 -2.24181 -0.52959  0.413

---

4.
Formula: C17H20N3O6
Source: OMol25
Level of theory: ωB97M-V with the def2-TZVPD basis set

The value obtained for the LUMO energy is -0.22 eV. Its multiplicity is 1. The value obtained for the energy above the lowest of the compared OMol25 structures with the same formula, charge and spin is 2018.8 kJ/mol. The value obtained for the largest force on an atom is 0.1693 hartree/bohr. The net charge is -1. The calculation puts the frontier orbital gap at 0.0620 hartree.

Last column: Mulliken charge in e.
Element x y z (Å)
C: -2.99158 2.51968 -3.45450  -1.122
C: -2.29961 2.63071 -1.93549  0.619
O: -2.42071 4.06269 -1.50794  -0.505
C: -3.18292 1.64279 -0.97254  -0.702
O: -2.58996 1.34343 0.33790  -0.351
C: -1.23980 0.76685 0.23014  0.215
C: -1.01869 -0.37948 -0.96925  -0.192
C: 0.54248 -0.97916 -1.02944  -0.446
C: 1.59219 -0.37636 0.12565  -0.035
N: 1.03717 0.63724 1.09346  0.808
C: 2.05961 1.10605 2.15693  -0.712
C: 2.62744 -0.22607 2.94907  -0.398
C: 1.44923 -1.26216 3.45310  0.453
O: 0.16937 -0.83814 3.64674  -0.555
N: 1.69366 -2.73544 3.78603  -0.370
C: 2.01188 -3.55088 2.55241  0.392
C: 0.91722 -4.63151 1.90987  -0.356
C: 1.23955 -5.58047 0.58404  -0.346
C: 2.70338 -5.45908 -0.21053  -0.422
C: 3.77539 -4.38086 0.45314  -0.351
C: 3.47064 -3.46920 1.78093  -0.265
N: -0.19297 1.20826 1.19526  -0.850
H: -2.34197 3.04409 -4.27761  0.343
H: -4.07889 2.95371 -3.49314  0.289
H: -3.06083 1.35789 -3.71854  0.317
H: -1.18112 2.32167 -2.08257  0.134
H: -2.32113 4.57706 -2.38182  0.374
H: -4.20117 2.22444 -0.74836  0.338
H: -3.52596 0.67527 -1.58041  0.176
H: -1.86023 -0.72694 -1.70385  0.193
H: 0.88459 -1.77714 -1.83484  0.287
H: 2.72440 -0.74665 0.16753  0.170
H: 2.95700 1.65695 1.64291  0.297
H: 1.50727 1.76647 2.97399  0.361
H: 3.16016 0.19360 3.93160  0.372
H: 3.47623 -0.72785 2.31788  0.142
H: 0.79325 -3.12221 4.16611  0.385
H: -0.13127 -4.74972 2.44574  0.186
H: 0.39966 -6.33492 0.22655  0.269
H: 2.96310 -6.08538 -1.17200  0.309
H: 4.81842 -4.29594 -0.10035  0.259
H: 4.29146 -2.74671 2.21006  0.332
C: -3.70591 7.11247 -3.28551  0.765
O: -4.89189 6.85123 -3.15502  -0.616
O: -3.24021 8.24529 -3.45403  -0.564
O: -2.78791 6.28444 -3.26929  -0.628

---

5.
Formula: C17H20N4O3
Source: OMol25
Level of theory: ωB97M-V with the def2-TZVPD basis set

The value obtained for the LUMO energy is 0.44 eV. Its multiplicity is 1. The value obtained for the energy above the lowest of the compared OMol25 structures with the same formula, charge and spin is 440.8 kJ/mol. The SMILES is N#Cc1nc(COc2ccccc2)oc1NCCN1CCOCC1. The value obtained for the largest force on an atom is 0.0295 hartree/bohr. The net charge is 0. The calculation puts the frontier orbital gap at 0.3183 hartree.

Last column: Mulliken charge in e.
Element x y z (Å)
N: -1.07661 4.01654 1.33091  -0.609
C: -1.02360 2.93952 0.93458  0.001
C: -0.93523 1.62539 0.46957  0.076
N: -1.65571 1.14938 -0.60131  -0.618
C: -1.32628 -0.08462 -0.73427  0.946
C: -1.87134 -1.04407 -1.73853  -1.125
O: -3.01054 -1.73188 -1.26967  -0.426
C: -2.88065 -2.71628 -0.32868  0.708
C: -1.68110 -3.24590 0.12905  -0.107
C: -1.69380 -4.26116 1.07259  -0.800
C: -2.88551 -4.75694 1.56515  -0.517
C: -4.08314 -4.23075 1.10533  -0.378
C: -4.08382 -3.21956 0.16792  -0.527
O: -0.39746 -0.49599 0.18544  -0.133
C: -0.14526 0.58840 0.94490  0.824
N: 0.68217 0.46794 2.01406  -0.198
C: 1.57283 1.56431 2.33726  -0.937
C: 2.75175 1.61717 1.34983  -0.881
N: 2.24734 1.69069 -0.00942  0.596
C: 2.09535 3.05652 -0.48839  -1.008
C: 1.40384 3.04373 -1.85185  -0.490
O: 2.11863 2.26408 -2.78419  -0.432
C: 2.26556 0.94919 -2.31433  -0.276
C: 3.00682 0.91731 -0.97627  -0.790
H: -2.22897 -0.46728 -2.59472  0.376
H: -1.08743 -1.74100 -2.06152  0.371
H: -0.73285 -2.88086 -0.23245  0.335
H: -0.75459 -4.66540 1.42186  0.359
H: -2.88383 -5.54625 2.30127  0.386
H: -5.02140 -4.60994 1.48174  0.366
H: -5.00412 -2.79681 -0.20253  0.417
H: 1.12585 -0.44209 2.05308  0.302
H: 0.99728 2.48920 2.29925  0.322
H: 1.93990 1.41746 3.35471  0.410
H: 3.40128 2.46737 1.60170  0.363
H: 3.33885 0.70026 1.45962  0.448
H: 1.48638 3.62138 0.21811  0.539
H: 3.07915 3.54829 -0.58643  0.407
H: 1.35801 4.05193 -2.26480  0.348
H: 0.38285 2.65163 -1.74201  0.207
H: 2.82625 0.40734 -3.07810  0.396
H: 1.27474 0.48348 -2.18880  -0.039
H: 3.08570 -0.11631 -0.63031  0.449
H: 4.02269 1.32457 -1.11937  0.338

---

Question: What is the net charge in the fourth record?
Answer: -1

---

Please write out number 3 again, unchanged.
Formula: C17H20N2O6S
Source: OMol25
Level of theory: ωB97M-V with the def2-TZVPD basis set

The value obtained for the LUMO energy is 0.27 eV. Its multiplicity is 1. The value obtained for the energy above the lowest of the compared OMol25 structures with the same formula, charge and spin is 6.9 kJ/mol. The SMILES is CCOC(=O)[C@H](N)CS[C@H]1CC(=O)N(c2ccc(C(=O)OC)cc2)C1=O. The value obtained for the largest force on an atom is 0.0152 hartree/bohr. The net charge is 0. The calculation puts the frontier orbital gap at 0.3443 hartree.

Last column: Mulliken charge in e.
Element x y z (Å)
C: 5.59790 1.88007 0.22291  -0.904
C: 5.63714 1.25317 -1.16251  -0.374
O: 4.31326 0.99583 -1.64493  -0.321
C: 3.69601 1.98710 -2.28249  0.439
O: 4.17862 3.05881 -2.52762  -0.600
C: 2.26419 1.60224 -2.64384  0.413
N: 1.99925 2.03810 -3.99461  -0.736
C: 1.32728 2.25883 -1.61102  -0.915
S: 1.78995 1.97479 0.12230  -0.190
C: 1.77796 0.12945 0.25276  0.413
C: 1.99478 -0.27267 1.69983  -0.745
C: 0.62049 -0.65742 2.20835  0.366
O: 0.31426 -0.94654 3.32969  -0.576
N: -0.24278 -0.65836 1.11790  0.317
C: -1.61685 -0.99574 1.21454  0.550
C: -2.37978 -0.47036 2.25150  -0.314
C: -3.71716 -0.79792 2.34152  -0.950
C: -4.30278 -1.63938 1.39839  0.354
C: -5.74686 -1.95193 1.53629  0.621
O: -6.45788 -1.51096 2.40532  -0.609
O: -6.18707 -2.78546 0.58192  -0.297
C: -7.56264 -3.12881 0.64974  -0.654
C: -3.53128 -2.15798 0.36226  -0.890
C: -2.18998 -1.84198 0.27197  -0.374
C: 0.37224 -0.31197 -0.07265  -0.208
O: -0.15113 -0.31261 -1.15655  -0.629
H: 5.08004 2.83507 0.18361  0.286
H: 6.61132 2.04213 0.57780  0.398
H: 5.07576 1.22894 0.91963  0.153
H: 6.14398 1.91717 -1.86906  0.368
H: 6.13003 0.27903 -1.14527  0.310
H: 2.14952 0.51449 -2.60272  0.170
H: 2.29427 3.00208 -4.11325  0.282
H: 1.01278 1.96241 -4.21334  0.267
H: 1.36596 3.34518 -1.71329  0.463
H: 0.30328 1.91109 -1.75834  0.441
H: 2.52179 -0.25002 -0.44668  0.488
H: 2.39954 0.53625 2.30956  0.348
H: 2.66215 -1.13096 1.79588  0.297
H: -1.92520 0.18169 2.97970  0.431
H: -4.33111 -0.40491 3.13727  0.446
H: -7.78448 -3.62095 1.59897  0.291
H: -7.74995 -3.80140 -0.18328  0.227
H: -8.18178 -2.23305 0.56755  0.294
H: -3.98504 -2.81074 -0.36611  0.442
H: -1.58998 -2.24181 -0.52959  0.413

---

Question: The highest LUMO energy belongs to which entry?
Answer: C17H20N2O3S